The following is a quantum chemistry calculation of a structure of composition C38H39ClN6O2SSiTb in a non-equilibrium geometry, from the Open Molecules 2025 dataset.

XYZ file:
```
89
Properties=species:S:1:pos:R:3:mulliken_spin:R:1
Tb 9.636 14.752 12.242 6.33
Cl 7.001 6.516 12.874 0.00
S 5.555 17.215 10.722 0.00
Si 10.533 17.573 12.949 -0.08
O 10.030 12.458 11.958 -0.02
O 8.010 13.085 11.663 -0.02
N 11.718 14.905 7.605 0.00
N 7.337 15.743 11.834 -0.01
N 10.693 14.588 9.987 -0.07
N 11.828 14.183 13.291 -0.02
N 10.892 12.393 14.645 0.00
N 9.136 13.980 14.514 -0.01
C 10.340 14.502 7.541 0.00
C 7.033 10.340 11.674 0.00
C 8.385 10.675 11.836 0.00
C 7.418 20.812 11.725 -0.01
C 12.385 13.875 8.361 0.00
C 7.882 14.339 14.872 -0.01
C 8.800 12.148 11.838 -0.02
C 15.101 18.338 12.403 0.00
C 6.606 8.993 11.821 0.00
C 7.459 12.261 15.859 0.00
C 5.077 15.822 11.499 0.00
C 12.033 13.862 9.844 0.01
C 14.220 14.356 13.156 0.00
C 9.829 14.051 8.923 0.01
C 11.066 16.012 9.678 -0.01
C 8.374 19.263 13.336 0.00
C 13.147 18.187 13.811 -0.01
C 11.838 16.179 8.344 0.00
C 8.490 20.644 10.913 0.00
C 9.413 19.013 12.479 -0.01
C 7.525 8.085 12.385 0.00
C 12.947 14.826 12.890 0.00
C 14.291 18.435 11.257 0.00
C 8.852 8.392 12.658 0.00
C 9.234 9.671 12.381 0.00
C 14.517 18.278 13.677 0.00
C 7.185 16.835 11.134 0.00
C 6.988 13.522 15.585 0.00
C 6.106 15.127 12.012 0.00
C 12.949 18.335 11.426 0.00
C 9.464 19.731 11.316 -0.01
C 13.225 12.643 14.442 0.00
C 11.966 13.104 14.109 0.00
C 8.707 11.875 15.421 0.00
C 9.581 12.755 14.816 0.00
C 7.379 20.192 13.020 0.00
C 14.338 13.240 13.999 0.00
C 12.332 18.066 12.665 -0.02
H 6.560 21.488 11.429 0.00
H 6.005 14.130 12.404 0.00
H 15.316 12.887 14.293 0.00
H 10.271 17.698 14.405 -0.01
H 11.105 11.445 14.910 0.00
H 9.842 12.998 9.025 0.00
H 8.999 10.862 15.529 0.00
H 15.132 18.357 14.566 0.00
H 12.898 16.318 8.559 0.00
H 7.597 15.354 14.523 0.00
H 8.027 17.504 10.992 0.00
H 9.710 15.327 7.178 0.00
H 13.516 13.942 8.267 0.00
H 6.829 11.427 16.278 0.00
H 14.709 18.486 10.193 0.00
H 11.474 17.090 7.761 0.00
H 5.983 13.849 15.851 0.00
H 12.646 18.143 14.724 0.00
H 11.717 16.325 10.500 0.00
H 6.311 11.127 11.409 0.00
H 10.224 13.678 6.847 0.00
H 10.201 16.689 9.678 0.01
H 11.897 12.860 10.213 0.00
H 5.597 8.666 11.615 0.00
H 4.025 15.651 11.509 0.00
H 8.566 21.179 9.983 0.00
H 16.134 18.403 12.231 0.00
H 13.348 11.775 15.057 0.00
H 8.311 18.820 14.308 0.00
H 9.547 7.721 13.132 0.00
H 12.745 14.401 10.451 0.00
H 12.190 12.874 7.990 0.00
H 12.857 15.708 12.278 -0.01
H 6.586 20.413 13.700 0.00
H 12.322 18.491 10.546 0.00
H 10.279 19.644 10.597 0.00
H 10.217 10.010 12.634 0.00
H 8.759 14.411 9.066 0.00
H 15.024 14.918 12.711 0.00
```

spin multiplicity = 7
HOMO (alpha / beta) = -9.5 / -9.5 eV
LUMO energy (alpha / beta) = -0.1074 / -0.0898 Ha
total charge = +1
ΔE to the lowest compared entry with this formula, charge and spin = 159.5 kJ/mol
total energy = -3922.5983 a.u.

The following is a quantum chemistry calculation of a cluster of 7 separate species, C38H39F5N2 in total in a non-equilibrium geometry, from the Open Molecules 2025 dataset.

XYZ file:
```
84
Properties=species:S:1:pos:R:3:lowdin_charge:R:1
F 2.261 2.665 -1.740 0.04
F 0.486 -3.258 5.613 0.08
F -0.205 3.445 -8.480 0.04
F -3.929 0.041 -0.510 0.06
F 3.279 -0.444 0.548 0.00
N 4.602 -3.327 5.130 0.16
N -8.739 -0.457 -3.341 0.15
C -0.522 -0.769 0.364 -0.05
C -2.595 -0.083 -0.594 -0.28
C -2.836 -1.983 4.859 -0.06
C 4.802 -4.128 1.502 -0.10
C 1.935 -0.927 4.029 -0.12
C -7.974 0.366 -3.611 -0.25
C 2.845 4.813 -0.969 -0.03
C 3.037 -2.807 0.525 -0.02
C -0.866 1.028 -5.218 -0.09
C -1.961 0.598 -1.630 -0.01
C 3.569 -4.061 0.890 -0.07
C 3.788 -1.705 0.811 -0.28
C 0.627 1.884 -6.898 -0.02
C -0.793 -3.565 3.715 -0.01
C -5.071 -0.451 -3.952 -0.09
C -2.991 -2.541 3.584 -0.12
C -0.643 -3.027 4.985 -0.33
C 2.523 -0.571 5.365 -0.25
C -1.651 2.644 -6.822 -0.02
C 5.508 -2.982 1.836 -0.09
C 2.650 5.278 1.384 -0.08
C -1.879 1.848 -5.696 -0.07
C -1.991 -3.320 3.041 -0.11
C -6.970 1.325 -3.861 -0.20
C 0.150 -0.098 -0.689 -0.08
C -1.910 -0.738 0.401 -0.01
C 3.057 5.683 0.091 -0.07
C 2.272 3.583 -0.736 -0.26
C 4.395 -2.194 5.226 -0.23
C 1.920 3.174 0.525 -0.03
C -1.648 -2.275 5.589 0.00
C 4.054 -0.781 5.417 -0.18
C -5.540 0.946 -3.381 -0.21
C -0.566 0.579 -1.666 -0.09
C 2.136 4.005 1.574 -0.10
C -0.400 2.668 -7.376 -0.29
C 5.021 -1.732 1.459 -0.02
C 0.397 1.083 -5.791 -0.07
H 1.551 1.840 -7.450 0.12
H -5.477 -1.373 -3.497 0.08
H -2.413 3.325 -7.265 0.13
H 2.175 -1.987 3.784 0.08
H -1.029 0.353 -4.408 0.08
H 5.564 -0.833 1.679 0.11
H -7.229 2.285 -3.419 0.12
H 1.915 3.557 2.533 0.11
H -0.025 -1.170 1.225 0.09
H -2.036 -3.741 2.037 0.11
H -4.814 1.667 -3.713 0.08
H -2.398 -1.131 1.272 0.09
H 2.778 5.892 2.281 0.10
H -2.605 1.134 -2.345 0.11
H 2.413 0.485 5.607 0.11
H 1.973 -1.219 6.058 0.11
H -1.546 -1.884 6.599 0.11
H 1.568 2.196 0.750 0.10
H 2.974 -4.930 0.600 0.11
H -4.055 -0.593 -3.643 0.04
H 3.564 6.633 -0.124 0.11
H -5.238 -0.506 -5.005 0.06
H 6.425 -2.984 2.414 0.11
H 2.037 -2.675 0.050 0.12
H -3.576 -1.321 5.323 0.11
H -0.076 -4.147 3.179 0.11
H 4.445 -0.408 6.358 0.11
H -5.346 0.847 -2.326 0.08
H 3.141 5.032 -1.966 0.11
H 4.582 -0.220 4.636 0.12
H -2.893 1.812 -5.358 0.08
H 0.032 1.212 -2.331 0.10
H 1.212 0.055 -0.639 0.07
H -3.901 -2.370 2.981 0.11
H 5.170 -5.097 1.773 0.10
H 2.349 -0.310 3.218 0.08
H 0.864 -0.864 4.039 0.06
H -6.901 1.596 -4.925 0.13
H 1.187 0.407 -5.485 0.11
```

HOMO = -9.4 eV
LUMO energy = 0.0178 Ha
SMILES = Fc1ccccc1.Fc1ccccc1.Fc1ccccc1.Fc1ccccc1.Fc1ccccc1.CCCC#N.CCCC#N
total energy = -2080.1773 a.u.